{"formula": "C20H20NO2S", "method": "wB97M-V/def2-TZVPD", "symbols": ["C", "C", "N", "C", "C", "S", "H", "H", "H", "H", "H", "H", "H", "C", "O", "C", "C", "C", "C", "C", "O", "C", "C", "C", "C", "C", "C", "C", "C", "C", "C", "H", "H", "H", "H", "H", "H", "H", "H", "H", "H", "H", "H", "H"], "positions_angstrom": [[-1.3504, 4.6111, -1.6990], [0.1135, 4.4526, -1.7008], [0.7121, 3.3233, -1.7102], [2.1212, 3.4071, -1.7023], [2.6203, 4.8577, -1.6982], [1.1784, 5.8833, -1.6895], [-1.8507, 3.6434, -1.6965], [-1.6704, 5.1636, -0.8159], [-1.6733, 5.1615, -2.5824], [2.4865, 2.8592, -0.8200], [2.4980, 2.8593, -2.5798], [3.2224, 5.0924, -0.8147], [3.2159, 5.0994, -2.5841], [-0.7888, -3.7912, 6.1498], [-1.2986, -2.5409, 5.7441], [-1.1100, -2.2251, 4.3919], [-1.5971, -0.9923, 3.9341], [-1.4593, -0.5974, 2.6260], [-0.8182, -1.4300, 1.6980], [-0.6183, -1.1177, 0.2970], [0.0366, -2.0990, -0.4265], [0.2796, -1.8875, -1.7718], [-0.1280, -0.7014, -2.4291], [0.1561, -0.5582, -3.8015], [0.8169, -1.5505, -4.4952], [1.2135, -2.7084, -3.8427], [0.9469, -2.8706, -2.5000], [-0.7971, 0.2760, -1.6600], [-1.0327, 0.0655, -0.3244], [-0.3317, -2.6602, 2.1573], [-0.4693, -3.0537, 3.4637], [-0.9926, -3.9246, 7.2125], [-1.2779, -4.5928, 5.5973], [0.2890, -3.8250, 5.9941], [-2.0883, -0.3598, 4.6507], [-1.8447, 0.3547, 2.3102], [-0.1490, 0.3431, -4.3060], [1.0294, -1.4312, -5.5468], [1.7311, -3.4847, -4.3816], [1.2479, -3.7593, -1.9746], [-1.1078, 1.1879, -2.1415], [-1.5387, 0.8219, 0.2473], [0.1609, -3.2958, 1.4417], [-0.0831, -4.0059, 3.7794]], "total_energy_ev": -37477.99945, "orbital_gap_ev": 5.88, "multiplicity": 1, "charge": 1}